{"formula": "C21H28F5N8O2S", "method": "the ωB97M-V functional and the def2-TZVPD basis", "species": ["O", "S", "O", "N", "C", "N", "C", "N", "C", "C", "C", "C", "N", "C", "N", "C", "F", "F", "C", "F", "F", "F", "H", "H", "H", "H", "H", "H", "H", "C", "C", "C", "C", "N", "H", "H", "H", "H", "H", "H", "H", "C", "C", "C", "C", "N", "H", "H", "H", "H", "H", "H", "H", "C", "C", "C", "C", "N", "H", "H", "H", "H", "H", "H", "H"], "coordinates": [[0.95394, -0.53051, -0.87118], [1.13129, -0.92511, -2.31415], [1.19838, 0.27649, -3.21968], [-0.09176, -2.05528, -2.76231], [-1.36360, -1.95383, -2.29176], [-1.96571, -0.99037, -1.43170], [-3.31756, -1.53385, -1.34763], [-3.40927, -2.70555, -2.13167], [-4.49840, -3.66055, -2.37676], [-5.62790, -3.40432, -3.48269], [-6.66051, -4.61346, -3.52956], [-6.61819, -5.88689, -2.63598], [-5.55686, -6.07129, -1.69396], [-4.60097, -5.01475, -1.61150], [-2.23131, -3.00581, -2.73415], [2.74897, -1.90751, -2.36949], [2.43413, -3.29155, -2.54884], [3.40670, -1.82317, -1.15169], [3.67048, -1.51949, -3.63143], [4.31188, -0.32748, -3.32279], [2.95204, -1.42414, -4.82270], [4.56675, -2.59826, -3.78580], [0.12399, -2.83179, -3.39716], [-4.20830, -1.14515, -0.77066], [-5.66792, -2.49118, -4.14448], [-7.52139, -4.53305, -4.27498], [-7.42291, -6.69005, -2.73341], [-3.75549, -5.18928, -0.85578], [-1.98615, -3.78695, -3.35120], [4.83237, 1.51342, -0.80439], [6.11773, 2.33377, -0.83027], [6.65883, 2.63536, 0.56916], [5.64949, 3.42454, 1.34715], [4.85851, 4.03977, 1.95566], [4.02215, 2.05011, -0.30460], [4.49949, 1.29860, -1.82036], [4.98524, 0.56100, -0.28726], [5.93023, 3.26992, -1.36476], [6.87766, 1.78739, -1.39619], [7.58416, 3.21185, 0.49867], [6.87749, 1.70807, 1.10492], [-5.19481, -2.40530, 2.35350], [-6.53698, -3.03741, 2.70574], [-6.87292, -4.24809, 1.83138], [-6.94808, -3.83436, 0.39269], [-7.00687, -3.51040, -0.73353], [-5.18880, -2.01783, 1.33075], [-4.98375, -1.56591, 3.01953], [-4.38144, -3.13064, 2.45229], [-7.32161, -2.28117, 2.60844], [-6.51911, -3.34887, 3.75344], [-7.83418, -4.67277, 2.12998], [-6.11101, -5.02460, 1.94046], [3.67621, 6.93403, 3.73331], [4.95953, 7.75645, 3.70929], [5.50170, 8.05517, 5.10901], [4.49300, 8.84114, 5.89131], [3.70362, 9.45507, 6.50312], [2.86503, 7.46764, 4.23518], [3.34316, 6.72082, 2.71536], [3.83129, 5.98094, 4.24675], [4.77022, 8.69414, 3.17762], [5.71965, 7.21257, 3.14113], [6.42625, 8.63322, 5.03895], [5.72223, 7.12657, 5.64169]], "mulliken_charge": [-0.57, 1.05, -0.58, -0.27, 0.44, -0.41, -0.14, 0.48, 0.23, -0.24, -0.30, -0.19, -0.47, -0.26, -0.31, 0.46, -0.27, -0.17, 0.60, -0.15, -0.22, -0.23, 0.31, 0.43, 0.39, 0.33, 0.34, 0.32, 0.30, -0.88, -0.52, -0.48, 0.27, -0.42, 0.38, 0.15, 0.29, 0.31, 0.33, 0.29, 0.29, -0.77, -0.49, -0.43, 0.22, -0.37, -0.02, 0.37, 0.31, 0.31, 0.32, 0.33, 0.26, -1.18, -0.42, -0.38, 0.24, -0.43, 0.45, 0.29, 0.29, 0.29, 0.29, 0.28, 0.27], "homo_energy_ev": -12.15, "total_charge": 1, "homo_lumo_gap_ev": 8.09, "total_energy_ev": -62654.119, "multiplicity": 1}

=====

{"formula": "C3H6N2O3", "method": "the ωB97M-V functional and the def2-TZVPD basis", "species": ["C", "C", "C", "H", "H", "H", "H", "H", "H", "N", "N", "O", "O", "O"], "coordinates": [[-2.85848, -0.07785, 0.08482], [0.35330, 0.60512, 0.04708], [1.75393, 0.67018, 0.15105], [-3.61134, -1.42574, 0.36956], [-2.64555, 0.47802, 1.23169], [-3.60386, 0.49788, -0.90347], [-0.16659, -1.58218, -0.23328], [2.38738, 1.30827, 0.86415], [4.17522, -0.80923, -0.66430], [-0.32419, -0.66408, 0.28042], [2.44098, -0.30890, -0.35999], [-1.43456, -0.24926, -0.56843], [-0.27078, 1.67844, -0.28184], [3.80455, -0.12068, -0.01745]], "mulliken_charge": [-0.51, 0.59, -0.05, 0.21, 0.25, 0.23, 0.35, 0.38, 0.39, -0.38, -0.33, -0.25, -0.50, -0.38], "homo_energy_ev": -9.78, "homo_lumo_gap_ev": 9.80, "total_energy_ev": -12321.831, "multiplicity": 1}

=====

{"formula": "C4H8N2O", "method": "the ωB97M-V functional and the def2-TZVPD basis", "species": ["C", "N", "C", "C", "N", "H", "H", "H", "H", "H", "H", "C", "O", "H", "H"], "coordinates": [[-2.08650, 1.22324, 0.27926], [-0.66091, 0.90958, 0.22159], [-0.41799, -0.35621, -0.37643], [0.04154, -1.41940, 0.25955], [0.57196, -2.36738, 0.82996], [-2.45642, 1.39807, -0.73782], [-2.67687, 0.41037, 0.72761], [-2.23487, 2.13898, 0.85740], [-0.24863, 0.94463, 1.14829], [-0.68857, -0.45082, -1.42576], [1.60009, -2.30821, 0.77035], [2.30492, -0.02939, -0.63620], [2.93324, -0.94904, -0.16144], [1.98498, 0.85306, -0.04757], [2.03401, 0.00252, -1.70879]], "mulliken_charge": [-0.88, -0.26, -1.10, 0.99, -0.65, 0.29, 0.31, 0.33, 0.30, 0.37, 0.32, -0.05, -0.50, 0.25, 0.29], "smiles": "CNC=C=N.C=O", "homo_energy_ev": -8.46, "homo_lumo_gap_ev": 9.32, "total_energy_ev": -9302.727, "multiplicity": 1}

=====

{"formula": "C8H8AsBrINO2ReS4", "method": "the ωB97M-V functional and the def2-TZVPD basis", "species": ["Re", "N", "C", "C", "O", "O", "H", "H", "H", "H", "S", "As", "S", "S", "S", "Br", "C", "C", "C", "C", "C", "C", "I", "H", "H", "H", "H"], "coordinates": [[-0.13574, 1.83378, -0.21666], [-1.47212, 2.60781, 1.48503], [-0.65135, 2.89754, 2.68268], [0.77281, 3.23084, 2.23073], [1.57861, 3.82024, 2.83653], [1.01166, 2.68306, 0.96746], [-1.92066, 3.46400, 1.16251], [-2.22853, 1.96661, 1.72700], [-0.57669, 2.01628, 3.32236], [-1.03052, 3.72505, 3.27965], [1.92372, 4.73607, -3.72448], [0.68424, 3.06409, -3.05987], [1.41100, 1.30906, -1.88827], [-1.05793, 3.36659, -1.64333], [0.81309, 3.61085, -5.17911], [-2.52096, -2.85792, -1.96893], [-0.97770, -3.38723, -1.03083], [-0.49698, -4.68486, -1.14705], [0.64499, -5.07343, -0.45783], [1.32098, -4.17862, 0.36420], [0.85711, -2.87748, 0.50625], [-0.28556, -2.53321, -0.18318], [-1.21276, -0.59972, 0.20648], [-1.02911, -5.37979, -1.78295], [1.00467, -6.08804, -0.56625], [2.20231, -4.48142, 0.91245], [1.37143, -2.19015, 1.16541]], "mulliken_charge": [1.08, -0.56, -0.33, 0.50, -0.31, -0.45, 0.35, 0.34, 0.31, 0.40, 0.06, 0.82, 0.06, -0.09, 0.06, -0.11, 0.04, -0.32, -0.58, -0.58, -0.46, 0.71, 0.41, 0.44, 0.43, 0.43, 0.37], "homo_energy_ev": [-17.85, -17.85], "total_charge": 3, "homo_lumo_gap_ev": [3.77, 3.81], "total_energy_ev": -198432.461, "multiplicity": 1}

=====

{"formula": "C3H8N4O", "method": "the ωB97M-V functional and the def2-TZVPD basis", "species": ["C", "N", "C", "N", "C", "O", "N", "N", "H", "H", "H", "H", "H", "H", "H", "H"], "coordinates": [[1.34895, -0.90835, 1.06770], [0.10140, -0.62805, 0.39114], [0.12213, -0.21694, -0.98490], [0.70066, -0.89105, -2.04893], [-0.51863, 0.93362, -0.71561], [-1.15318, 1.93845, -1.36781], [-0.48812, 0.70891, 0.70098], [-1.71862, 0.71330, 1.35414], [2.09666, -0.12028, 0.92151], [1.73279, -1.85386, 0.68727], [1.14716, -1.01280, 2.13269], [0.69125, -0.32628, -2.88732], [1.63288, -1.23281, -1.84607], [-1.76912, 2.34002, -0.74307], [-2.35473, -0.00058, 0.99208], [-1.57149, 0.55671, 2.34618]], "mulliken_charge": [-0.88, -0.14, 0.21, -0.54, 0.24, -0.51, -0.02, -0.64, 0.33, 0.36, 0.27, 0.24, 0.25, 0.35, 0.23, 0.27], "smiles": "Cn1c(N)c(O)n1N", "homo_energy_ev": -7.13, "homo_lumo_gap_ev": 8.05, "total_energy_ev": -11245.238, "multiplicity": 1}

=====

{"formula": "CH25O13", "method": "the ωB97M-V functional and the def2-TZVPD basis", "species": ["O", "H", "H", "H", "O", "H", "H", "H", "O", "H", "H", "H", "O", "H", "H", "H", "O", "H", "H", "H", "C", "O", "O", "O", "O", "H", "H", "O", "H", "H", "O", "H", "H", "O", "H", "H", "O", "H", "H"], "coordinates": [[1.64823, 0.98652, -2.04404], [0.98625, 0.47358, -1.57469], [1.61256, 1.89410, -1.73323], [1.52148, 0.92687, -2.99376], [-0.37610, 3.33924, 1.39790], [-0.49667, 2.50386, 0.94053], [-0.43618, 4.10850, 0.82673], [0.44040, 3.32763, 1.90268], [-0.33822, -0.40125, 3.44110], [-0.39398, -1.28943, 3.80115], [-1.21981, -0.04282, 3.31495], [0.07083, -0.48321, 2.57648], [-1.21335, -1.57090, -3.45485], [-0.76124, -1.41749, -2.62198], [-0.66015, -1.24195, -4.16714], [-2.00837, -1.03474, -3.50030], [-1.93663, 1.87636, -2.08672], [-1.60595, 1.44627, -2.87874], [-1.55114, 1.51325, -1.28600], [-1.71449, 2.80554, -2.18091], [-0.16979, -0.08587, 0.10657], [-0.27235, -0.72733, -0.91313], [-0.77007, 1.01243, 0.24402], [0.73104, -0.44146, 0.87651], [-2.33178, -2.17638, -0.07638], [-1.66465, -2.85856, -0.00026], [-1.85243, -1.40444, -0.37733], [-2.58278, 0.12724, 2.15008], [-2.12177, 0.66201, 1.50376], [-2.78553, -0.68610, 1.68793], [1.28366, -3.19016, 0.32074], [0.94008, -3.58981, -0.47831], [0.82122, -2.35489, 0.38931], [3.10885, 1.37435, 1.03793], [2.20986, 1.04579, 1.04792], [3.52709, 0.95194, 1.78819], [3.83392, -1.86312, 1.06161], [3.35239, -1.05728, 1.24866], [3.17560, -2.45832, 0.70302]], "mulliken_charge": [-0.27, 0.29, 0.46, 0.45, -0.31, 0.46, 0.44, 0.45, -0.35, 0.46, 0.49, 0.39, -0.30, 0.49, 0.47, 0.44, -0.27, 0.39, 0.32, 0.47, 0.39, -0.82, -0.53, -0.64, -0.64, 0.38, 0.23, -0.75, 0.28, 0.40, -0.68, 0.31, 0.24, -0.67, 0.25, 0.33, -0.61, 0.19, 0.39], "homo_energy_ev": -17.56, "total_charge": 3, "homo_lumo_gap_ev": 5.22, "total_energy_ev": -28025.224, "multiplicity": 1}

=====

{"formula": "C3H9N2O2", "method": "the ωB97M-V functional and the def2-TZVPD basis", "species": ["C", "C", "C", "N", "N", "O", "O", "H", "H", "H", "H", "H", "H", "H", "H", "H"], "coordinates": [[1.24120, -0.29307, 0.02822], [-1.57265, -1.05813, 0.46081], [0.05827, 0.14791, -0.80002], [1.12196, -1.03858, 1.02504], [-1.12311, -0.34970, -0.66749], [2.39550, 0.15792, -0.34355], [-0.06981, 2.11510, 0.10872], [-0.60179, -1.62354, 0.86184], [-2.01184, -0.31539, 1.11235], [-2.32141, -1.68205, -0.00284], [0.33748, 0.65817, -1.75332], [-0.72820, 1.79101, 0.77759], [2.03821, -1.51933, 1.21256], [2.34178, 0.42511, -1.22298], [-1.70776, 0.05165, -1.42926], [0.60217, 2.53293, 0.63231]], "mulliken_charge": [0.67, -0.60, -0.23, -0.60, -0.09, -0.41, -0.60, 0.32, 0.28, 0.32, 0.36, 0.35, 0.29, 0.30, 0.30, 0.35], "homo_energy_ev": -14.78, "total_charge": 1, "homo_lumo_gap_ev": 9.90, "total_energy_ev": -10323.497, "multiplicity": 1}

=====

{"formula": "C5H7N", "method": "the ωB97M-V functional and the def2-TZVPD basis", "species": ["C", "C", "C", "N", "C", "C", "H", "H", "H", "H", "H", "H", "H"], "coordinates": [[1.49458, 0.02819, 0.16964], [0.46812, 0.18202, -0.81219], [-0.34716, -1.00254, -0.75656], [-1.49292, -0.67770, -0.22700], [-1.61660, 0.76016, 0.10354], [-0.41724, 1.23159, -0.47967], [0.54057, 0.05078, 1.30159], [2.09257, -0.88243, 0.21666], [2.02998, 0.91644, 0.50539], [-0.06216, -2.02967, -0.96813], [-2.23094, -1.33396, -0.00887], [-0.38643, 0.51063, 1.25848], [-0.07238, 2.24650, -0.30288]], "mulliken_charge": [-0.72, 0.14, -0.23, 0.01, -0.64, -0.41, -0.03, 0.29, 0.32, 0.46, 0.21, 0.19, 0.41], "homo_energy_ev": -7.99, "homo_lumo_gap_ev": 7.92, "total_energy_ev": -6781.773, "multiplicity": 1}

=====

Please write out number 2 again, unchanged.
{"formula": "C3H6N2O3", "method": "the ωB97M-V functional and the def2-TZVPD basis", "species": ["C", "C", "C", "H", "H", "H", "H", "H", "H", "N", "N", "O", "O", "O"], "coordinates": [[-2.85848, -0.07785, 0.08482], [0.35330, 0.60512, 0.04708], [1.75393, 0.67018, 0.15105], [-3.61134, -1.42574, 0.36956], [-2.64555, 0.47802, 1.23169], [-3.60386, 0.49788, -0.90347], [-0.16659, -1.58218, -0.23328], [2.38738, 1.30827, 0.86415], [4.17522, -0.80923, -0.66430], [-0.32419, -0.66408, 0.28042], [2.44098, -0.30890, -0.35999], [-1.43456, -0.24926, -0.56843], [-0.27078, 1.67844, -0.28184], [3.80455, -0.12068, -0.01745]], "mulliken_charge": [-0.51, 0.59, -0.05, 0.21, 0.25, 0.23, 0.35, 0.38, 0.39, -0.38, -0.33, -0.25, -0.50, -0.38], "homo_energy_ev": -9.78, "homo_lumo_gap_ev": 9.80, "total_energy_ev": -12321.831, "multiplicity": 1}